The following is a quantum chemistry calculation of a 2-piece molecular cluster, C3H9OPS overall at a distorted geometry, from OMol25.

```
15
Properties=species:S:1:pos:R:3:forces:R:3
C -1.55556 -0.75932 -1.15729 -1.5 0.2 1.8
P -0.17948 0.18569 -0.52895 0.3 0.9 1.2
C -0.82064 0.28290 1.22622 -1.7 -4.1 -3.6
S -0.74772 2.12077 -1.10250 1.9 1.3 0.1
H -1.49645 -0.79929 -2.21705 -0.8 0.1 -0.9
H -1.42389 -1.74693 -0.75892 0.4 -0.8 -0.1
H -2.49756 -0.45951 -0.58470 0.7 0.0 -1.7
H -0.99860 -0.83018 1.35393 0.1 1.1 0.6
H -0.14732 0.61041 1.86927 3.1 1.5 3.0
H -1.74504 0.78644 1.29965 -1.0 0.6 -0.1
H 0.52406 2.64102 -0.65171 -1.9 -0.6 -0.8
C 2.76556 -0.52285 0.35788 0.6 -0.3 -1.6
O 2.89034 0.35726 1.15341 -0.4 0.0 0.7
H 1.90555 -1.19556 0.17995 0.0 0.1 0.9
H 3.52675 -0.67084 -0.43918 0.2 0.0 0.2
```
Positions in Å, forces in eV/Å.

Its energy above the lowest of the compared OMol25 structures with the same formula, charge and spin is 72.33 kcal/mol. The value obtained for the total energy is -25426.945 eV. As for the charge: 0. The value obtained for the HOMO-LUMO gap is 9.32 eV. As for the structure (SMILES): CP(C)S.C=O. Its HOMO energy is -0.3151 Eh. The largest force on an atom is 5.69 eV Å⁻¹.

Computed Löwdin charges, given in elementary charges:
1 C -0.391
2 P 0.482
3 C -0.315
4 S 0.330
5 H 0.021
6 H 0.023
7 H 0.073
8 H 0.057
9 H -0.033
10 H 0.016
11 H -0.124
12 C -0.222
13 O -0.016
14 H 0.018
15 H 0.080

***

The following is a quantum chemistry calculation of a 9-piece molecular cluster, C66H115FN8O5 overall at a distorted geometry, from OMol25.

```
195
Properties=species:S:1:pos:R:3:forces:R:3
C 15.85330 18.02961 20.73264 0.4 0.9 -0.2
C 16.88985 18.74049 19.85982 -0.8 0.7 0.5
C 17.12889 17.90431 18.65528 -0.5 -2.1 -1.5
C 16.25232 20.02664 19.39504 -1.0 1.7 -0.5
C 16.29056 21.19636 20.38973 -0.3 -0.3 0.4
C 17.70768 21.41692 20.86133 0.7 0.1 -2.3
C 18.30576 20.13066 21.40793 0.5 1.7 0.4
C 19.76865 20.37278 21.50462 0.2 1.7 1.5
C 17.80225 19.93330 22.80060 -1.6 -2.9 -0.2
N 18.19734 19.08770 20.41712 -0.3 -1.1 -0.1
O 18.86534 17.89614 20.92340 -1.4 0.6 0.4
H 14.94040 17.86628 20.13686 0.5 -0.4 0.4
H 16.36846 17.18457 21.08543 0.0 -1.8 0.5
H 15.58656 18.60828 21.60566 -0.1 0.3 0.2
H 16.11795 17.67529 18.16264 1.5 0.6 0.2
H 17.89700 18.30053 17.95554 -0.8 0.2 0.3
H 17.51680 16.90376 18.93283 -0.2 0.4 0.1
H 16.82347 20.32746 18.50404 -0.5 0.2 -0.1
H 15.14779 19.87941 19.19760 1.3 -0.2 -0.4
H 15.79502 22.11951 20.03454 0.4 -0.5 -0.3
H 15.67324 20.91466 21.26544 0.2 0.1 -0.2
H 17.75992 22.23742 21.53259 0.1 0.4 1.3
H 18.43168 21.76306 20.05487 -1.2 -0.4 0.2
H 20.21464 19.61259 22.10072 0.8 -0.5 0.3
H 19.93368 21.37528 21.95602 0.1 -0.6 0.0
H 20.11768 20.42248 20.52422 1.1 -0.1 -1.6
H 18.31812 20.48236 23.55996 0.1 0.4 0.3
H 17.86856 18.85077 22.97761 0.6 0.1 0.5
H 16.72067 19.99689 22.81990 -0.3 0.9 0.4
H 19.58884 17.78293 20.32308 0.7 -0.1 -0.6
C 21.54953 16.96410 18.87354 -0.8 -0.3 1.7
C 21.85123 15.85376 17.84611 -1.3 0.9 -0.8
C 21.00279 16.21795 16.55526 1.9 -0.9 -1.2
C 23.33097 15.84637 17.60902 0.4 0.3 -0.9
C 23.84361 14.61220 16.84380 -0.5 -0.6 0.6
C 23.29744 13.31324 17.49556 0.5 -1.1 -1.6
C 21.73541 13.32903 17.66492 1.7 0.1 -1.1
C 20.98830 13.19046 16.32306 0.3 -0.1 -1.8
C 21.40613 12.18994 18.57511 -0.2 -0.9 0.2
N 21.45425 14.55479 18.42637 0.1 1.2 -0.7
O 20.05517 14.72448 18.51506 -0.6 -0.1 -1.0
H 20.61366 17.50586 18.65193 0.2 -0.4 0.0
H 21.48843 16.59107 19.95274 0.0 0.1 -1.4
H 22.31724 17.71788 18.91266 0.5 0.3 -0.3
H 19.96298 15.96335 16.66051 -0.3 -0.2 0.1
H 21.03527 17.27633 16.28580 0.3 0.1 0.4
H 21.44842 15.66778 15.65860 -0.8 0.8 1.1
H 23.58997 16.81436 17.12918 0.0 -0.6 0.1
H 23.72511 15.89085 18.61793 0.7 -0.3 0.1
H 23.49358 14.48747 15.79280 0.3 0.9 0.6
H 24.93986 14.59187 16.85822 -0.2 0.0 -0.2
H 23.78685 12.97939 18.42906 -0.3 0.7 -0.2
H 23.61050 12.49247 16.73098 -0.9 1.0 1.3
H 19.98049 13.57592 16.43276 -0.1 0.1 0.0
H 20.87971 12.16381 15.94491 0.1 -0.2 0.9
H 21.43630 13.63897 15.37732 -0.2 0.1 1.5
H 20.36325 11.90064 18.55785 -0.3 -0.1 -0.2
H 21.60188 12.52742 19.58001 0.3 -0.2 0.5
H 22.03964 11.31903 18.33742 -0.4 0.2 0.1
H 19.88149 14.40737 19.36889 -0.7 -0.6 2.0
C 13.82205 18.33964 11.39426 0.2 -1.9 -0.9
C 13.77755 19.06495 12.69627 -1.1 1.4 0.3
C 12.69684 20.19627 12.45964 0.0 -1.0 -0.4
C 13.36412 18.12229 13.81100 -1.3 0.7 0.5
C 13.60418 18.75808 15.21963 0.3 -0.9 -1.9
C 15.05140 19.23925 15.34232 -1.6 1.0 -0.2
C 15.42003 20.25476 14.23808 0.8 -1.4 0.5
C 14.77357 21.60431 14.39134 -1.0 -1.1 0.9
C 16.97012 20.43247 14.31812 -1.4 1.1 -1.4
N 15.11734 19.57698 12.99276 0.7 -0.1 -1.3
O 15.40091 20.52056 11.94842 -0.6 0.7 0.2
H 14.49953 17.45325 11.35886 -0.2 0.6 0.4
H 12.82263 17.92605 11.20865 0.1 0.1 -0.1
H 14.09719 18.96656 10.55726 -0.1 0.3 -0.1
H 13.21061 20.99566 11.94697 -0.1 0.5 0.1
H 11.92654 19.80606 11.74856 0.5 0.3 0.7
H 12.18603 20.52570 13.36308 0.1 0.1 0.0
H 12.23838 17.95344 13.69365 1.5 -0.2 0.1
H 13.93854 17.22687 13.62433 0.0 -0.6 0.5
H 12.88132 19.55499 15.26798 -0.1 0.6 0.4
H 13.33721 18.03076 15.96610 0.1 -0.2 0.5
H 15.73037 18.41566 15.33885 0.5 -0.6 -0.1
H 15.10720 19.74134 16.28831 0.5 0.3 0.7
H 13.69573 21.54913 14.57792 0.2 0.0 -0.4
H 15.01091 22.20740 13.55953 0.1 0.8 -0.8
H 15.18260 21.98262 15.28818 0.6 1.0 1.0
H 17.45256 19.51312 14.05124 0.3 -0.6 0.1
H 17.17211 20.72003 15.34395 0.5 0.3 0.0
H 17.24374 21.19441 13.52732 0.1 -0.5 1.3
H 16.15381 20.22248 11.45805 0.7 -0.7 -0.1
C 12.12910 19.45098 18.65499 1.2 1.8 -2.8
C 11.48347 18.81399 19.81079 0.6 1.6 1.7
C 12.29804 19.24621 21.08368 -0.1 -0.6 0.5
C 10.03083 19.19687 19.92662 0.0 0.5 0.7
C 9.19874 18.59435 18.82403 -0.9 -0.5 0.5
C 9.34325 17.02261 18.81394 -1.1 2.2 0.1
C 10.79375 16.57426 18.83616 -0.4 -0.1 2.2
C 10.83377 15.14599 19.43920 0.2 -0.2 -0.3
C 11.43518 16.52927 17.49709 0.3 -0.2 -0.8
N 11.49585 17.41460 19.85420 0.3 -2.9 -0.5
O 12.86143 16.94950 19.86091 -0.6 0.4 -0.4
H 12.99111 18.88530 18.31753 0.5 -0.1 0.3
H 11.57526 19.52170 17.68922 -0.3 -0.1 0.9
H 12.47869 20.50199 18.85887 -0.3 -1.0 0.0
H 12.15291 20.27322 21.39137 -0.1 0.4 -0.3
H 11.97205 18.64196 21.93660 -0.3 0.0 -0.1
H 13.37865 19.02362 21.05713 -0.5 0.3 -0.6
H 9.72305 18.87676 20.92639 -0.4 -0.3 -0.1
H 9.93632 20.27667 19.96452 0.1 0.4 -0.3
H 8.13446 18.86053 19.05717 0.7 -0.3 -0.5
H 9.43739 19.02754 17.83700 0.0 -0.2 0.4
H 8.81133 16.79694 17.89086 0.1 -1.0 0.0
H 8.76411 16.67676 19.69876 0.5 -0.1 -0.6
H 10.37225 14.46272 18.71060 -0.1 0.0 0.6
H 10.46419 15.03664 20.46033 -0.9 0.4 -0.3
H 11.84070 14.80764 19.62959 0.6 0.0 -0.6
H 12.49313 16.34884 17.59172 0.4 -0.2 0.0
H 11.32473 17.36104 16.83025 -0.3 0.9 0.0
H 10.98525 15.70818 16.97216 -0.1 -0.6 -0.4
H 12.86869 16.52961 20.71963 0.8 -0.3 0.8
C 13.78146 10.97500 11.09061 1.3 0.4 -0.5
C 13.56412 12.18637 10.21142 -0.7 1.3 0.8
C 12.47087 11.82190 9.19514 0.0 1.6 0.6
C 13.05339 13.37821 11.10239 -0.3 -1.5 -0.1
C 14.15015 13.99853 11.93367 -0.9 2.4 -1.0
C 15.24174 14.49986 10.97590 -0.4 1.1 -0.2
C 15.87620 13.43916 10.12746 -1.2 -1.9 1.5
C 16.66422 14.09179 9.07414 0.9 0.7 -1.7
C 16.78165 12.55317 11.00698 -0.9 0.3 0.8
N 14.72529 12.73917 9.45633 0.1 -0.4 0.2
O 15.26285 11.66121 8.66940 0.0 0.3 0.0
H 14.46535 11.25162 11.89806 -0.1 -0.4 0.1
H 12.80301 10.74969 11.49080 0.0 -0.6 0.1
H 14.23756 10.19992 10.44576 -0.4 0.0 0.7
H 11.53617 11.49443 9.70394 0.7 0.1 -0.4
H 12.30212 12.79901 8.69703 -0.3 -0.9 -0.4
H 12.86622 11.06992 8.53457 -0.2 -0.2 -0.4
H 12.57305 14.09746 10.47140 0.3 0.9 -0.7
H 12.17245 13.10373 11.70214 0.5 -0.7 0.2
H 13.65100 14.88104 12.44068 0.9 -0.8 -0.2
H 14.60619 13.38711 12.68150 0.0 -0.7 0.5
H 16.03068 14.96993 11.53474 0.5 0.4 0.4
H 14.92559 15.26112 10.21701 -0.5 -0.3 1.0
H 17.12552 13.34987 8.39622 -0.3 0.4 0.2
H 17.49840 14.68319 9.48094 -0.3 -0.1 0.0
H 15.98348 14.77341 8.51619 0.6 -0.4 0.0
H 17.66230 13.12123 11.27852 0.3 0.1 0.0
H 17.05690 11.64748 10.52822 0.4 -0.8 -0.7
H 16.30373 12.25917 11.95768 0.1 0.2 -0.4
H 15.33020 12.11525 7.82480 0.0 -0.4 -0.3
F 15.22386 11.93732 14.78942 0.3 -0.7 -1.2
C 15.16416 12.91299 15.68226 1.2 1.1 0.9
C 16.22732 13.84731 15.78326 -1.6 -0.7 0.9
C 16.14964 14.79722 16.82601 0.3 -0.9 -1.4
C 15.04810 14.80538 17.63901 -1.5 -1.4 0.1
C 14.05123 13.79115 17.58438 0.3 0.8 -0.4
C 14.11127 12.84016 16.56736 -0.5 0.4 1.0
H 17.06762 13.76145 15.12405 0.3 0.0 -0.2
H 16.98212 15.46748 16.98252 -0.1 0.3 -0.1
H 14.87399 15.58006 18.32543 0.2 0.9 1.1
H 13.23318 13.77657 18.32838 0.6 0.1 -0.6
H 13.36094 12.04764 16.51486 0.4 0.2 -0.2
C 14.25766 13.90634 24.61170 1.2 0.1 -1.9
C 14.62977 13.58458 23.26750 -1.9 2.5 1.0
C 14.26446 14.49574 22.24437 1.0 0.5 1.9
N 13.72144 15.70716 22.47724 -0.6 -0.7 0.7
C 13.38797 16.00594 23.75648 1.2 -2.4 -1.1
C 13.67621 15.15417 24.82649 -0.9 0.1 0.4
H 14.60322 13.23636 25.39981 -0.5 0.3 0.0
H 15.18007 12.72848 23.03824 0.6 -1.3 -0.3
H 14.62900 14.35132 21.25399 -0.1 -0.3 -0.8
H 12.86701 16.89942 23.88716 -0.6 1.5 0.3
H 13.32197 15.47531 25.81499 0.4 -0.3 -0.3
C 12.16917 10.35207 14.09222 0.8 0.3 -0.2
C 11.44430 11.53783 14.16170 1.3 1.1 0.7
C 10.08846 11.62562 13.97341 0.3 -2.4 -0.8
N 9.39006 10.46749 13.73007 0.4 0.3 0.1
C 10.07536 9.28915 13.68847 -0.5 1.5 0.5
C 11.45960 9.19972 13.83256 -0.2 -0.5 -0.1
H 13.28774 10.38115 14.16190 -1.3 -0.1 0.1
H 11.95452 12.47853 14.40558 0.1 -0.4 -0.2
H 9.72310 12.65386 13.91274 -1.0 -0.7 0.1
H 9.50133 8.35943 13.61119 -0.1 0.5 -0.3
H 11.91676 8.21547 13.73580 0.1 0.3 0.1
C 15.78842 10.60703 19.32390 1.2 0.8 0.2
C 16.37664 11.86108 19.05966 0.1 -1.0 -0.3
C 17.62407 12.16317 19.62269 -1.4 0.8 -0.1
N 18.31013 11.36389 20.43349 -0.2 -0.9 -0.6
C 17.80493 10.12472 20.56524 -1.1 0.5 0.6
C 16.51977 9.73135 20.09088 1.9 0.7 0.6
H 14.82930 10.28699 18.98650 -0.6 0.2 -0.4
H 15.92505 12.54467 18.34933 0.1 0.0 0.4
H 17.94357 13.20141 19.46750 0.4 -0.5 0.1
H 18.34837 9.47424 21.24789 0.0 -0.1 -0.3
H 16.14993 8.78530 20.40295 -0.3 -0.7 0.0
```
Positions in Å, forces in eV/Å.

The value obtained for the total energy is -95174.426 eV. As for the charge: 0. The value obtained for the HOMO-LUMO gap is 9.01 eV. As for the structure (SMILES): CC1(C)CCCC(C)(C)N1O.CC1(C)CCCC(C)(C)N1O.CC1(C)CCCC(C)(C)N1O.CC1(C)CCCC(C)(C)N1O.CC1(C)CCCC(C)(C)N1O.Fc1ccccc1.c1ccncc1.c1ccncc1.c1ccncc1. Its HOMO energy is -0.3147 Eh. The largest force on an atom is 3.52 eV Å⁻¹.

Löwdin population analysis, charges in e, atoms 1 to 99:
1 C -0.020
2 C -0.553
3 C -0.052
4 C -0.140
5 C -0.170
6 C -0.150
7 C -0.585
8 C -0.050
9 C -0.022
10 N -0.042
11 O -0.011
12 H 0.068
13 H 0.068
14 H 0.068
15 H 0.103
16 H 0.101
17 H 0.080
18 H 0.118
19 H 0.123
20 H 0.119
21 H 0.103
22 H 0.108
23 H 0.142
24 H 0.081
25 H 0.108
26 H 0.069
27 H 0.088
28 H 0.094
29 H 0.065
30 H 0.038
31 C -0.037
32 C -0.506
33 C -0.020
34 C -0.149
35 C -0.165
36 C -0.133
37 C -0.519
38 C -0.038
39 C -0.048
40 N -0.077
41 O -0.046
42 H 0.068
43 H 0.115
44 H 0.074
45 H 0.056
46 H 0.080
47 H 0.082
48 H 0.132
49 H 0.119
50 H 0.105
51 H 0.107
52 H 0.116
53 H 0.143
54 H 0.064
55 H 0.085
56 H 0.086
57 H 0.061
58 H 0.088
59 H 0.098
60 H 0.068
61 C -0.058
62 C -0.539
63 C -0.020
64 C -0.115
65 C -0.152
66 C -0.117
67 C -0.529
68 C -0.019
69 C -0.017
70 N -0.064
71 O -0.047
72 H 0.084
73 H 0.090
74 H 0.082
75 H 0.071
76 H 0.090
77 H 0.065
78 H 0.146
79 H 0.100
80 H 0.091
81 H 0.076
82 H 0.110
83 H 0.101
84 H 0.080
85 H 0.074
86 H 0.074
87 H 0.072
88 H 0.076
89 H 0.099
90 H 0.096
91 C -0.046
92 C -0.576
93 C -0.008
94 C -0.155
95 C -0.167
96 C -0.110
97 C -0.497
98 C -0.030
99 C -0.034

***

The following is a quantum chemistry calculation of C14H22Cl2N2O2S as an isolated structure at a distorted geometry, from OMol25.

```
43
Properties=species:S:1:pos:R:3:forces:R:3
C 3.09064 3.31186 0.15198 -0.5 -1.6 -8.6
H 3.65466 2.48270 -0.48358 -0.7 1.3 1.6
H 3.32612 3.23342 1.10736 0.1 -0.7 4.5
H 3.61277 4.19911 -0.22139 -0.4 0.2 0.0
C 1.57853 3.25164 -0.44764 0.1 2.2 10.5
N 0.71194 2.12956 -0.06785 1.6 7.1 -9.5
H 0.95151 1.38436 -0.62805 0.3 -1.9 -2.6
C 0.68094 1.62294 1.06721 0.2 -2.4 13.3
C 1.66117 0.48431 1.32955 3.4 0.9 4.6
N 1.82016 -0.48164 0.26924 -0.2 3.1 -0.8
S 0.72070 -1.56827 0.50133 2.8 -12.1 -2.1
O 0.86819 -2.60516 -0.68538 -0.6 3.9 2.8
O 0.88451 -2.44980 1.71374 -0.8 3.7 -1.4
C -0.84877 -0.97099 0.34647 1.2 1.9 -4.5
C -1.74675 -1.14936 1.25813 -3.4 -1.1 11.0
C -3.09232 -0.66414 1.41874 5.0 -0.9 -7.2
C -3.39657 -0.21643 0.15010 -4.6 2.4 2.3
C -2.62050 -0.03830 -0.91522 3.1 1.4 -6.5
C -1.19406 -0.39128 -0.94744 -9.1 -1.0 10.2
Cl -0.27686 -0.39759 -2.10392 5.7 0.7 -8.6
H -2.95610 0.45501 -2.01330 0.4 -1.4 3.5
Cl -5.14073 0.67909 0.12052 2.1 -1.2 -0.3
H -3.70432 -0.57199 2.18649 -2.3 -0.2 3.6
H -1.43763 -1.54230 2.46622 0.0 0.8 -4.1
C 3.11830 -0.53478 -0.50472 -4.0 -10.1 7.8
C 3.14158 -0.92845 -1.77678 -4.0 -3.7 -5.8
H 2.48693 -2.02699 -1.98014 2.2 3.3 0.6
H 4.10374 -0.92475 -2.18212 1.4 -0.1 -0.8
H 2.52516 -0.13876 -2.16263 -0.3 0.3 -2.0
C 3.84371 -1.89728 0.53629 -0.6 0.0 -6.9
H 3.81316 -1.57618 1.48936 -0.5 0.5 3.3
H 3.25304 -2.81267 0.13581 1.0 1.6 1.4
H 4.87094 -1.91021 0.14986 -0.1 -0.4 0.3
H 3.67815 0.08418 -0.11763 5.1 7.2 3.1
H 1.38609 -0.17490 2.31695 0.6 2.0 -2.0
H 2.74906 1.07728 1.64146 -2.7 -2.3 -1.1
H -0.28441 1.20979 1.14022 -1.5 -0.6 1.3
H 0.84948 2.37882 2.22730 -0.7 -1.9 -3.9
C 0.88787 4.63203 0.48093 -3.5 -5.3 3.3
H -0.27843 4.72680 0.36611 2.4 -0.1 -0.4
H 1.41429 5.45456 0.29702 1.9 3.5 -1.2
H 0.92596 4.57101 1.77515 0.3 -0.4 -3.8
H 1.38526 3.60983 -1.33707 -0.3 1.1 -4.9
```
Positions in Å, forces in eV/Å.

Its energy above the lowest of the compared OMol25 structures with the same formula, charge and spin is 28.94 kcal/mol. The value obtained for the total energy is -57814.855 eV. As for the charge: 0. The value obtained for the HOMO-LUMO gap is 8.33 eV. Its HOMO energy is -0.3217 Eh. The largest force on an atom is 13.67 eV Å⁻¹.

Computed Löwdin charges, given in elementary charges:
1 C -0.053
2 H 0.100
3 H -0.002
4 H 0.069
5 C -0.195
6 N -0.063
7 H 0.048
8 C -0.372
9 C -0.204
10 N -0.268
11 S 0.718
12 O -0.405
13 O -0.315
14 C -0.393
15 C -0.079
16 C -0.044
17 C -0.495
18 C -0.101
19 C -0.823
20 Cl 1.059
21 H 0.184
22 Cl 0.453
23 H 0.057
24 H 0.217
25 C -0.336
26 C -0.113
27 H 0.180
28 H 0.083
29 H 0.060
30 C 0.038
31 H 0.003
32 H 0.094
33 H 0.055
34 H 0.026
35 H 0.160
36 H 0.181
37 H 0.079
38 H 0.224
39 C -0.050
40 H 0.083
41 H -0.037
42 H 0.116
43 H 0.061